An isolated molecule of C2H3NO2S at a distorted geometry. Source: OMol25; level of theory: the ωB97M-V functional and the def2-TZVPD basis.

Structure (XYZ):
```
9
C2H3NO2S | OMol25 | the ωB97M-V functional and the def2-TZVPD basis
O -2.53207 0.55714 -0.07258
C -1.53990 -0.12720 0.36794
N -0.58344 -0.89777 -0.31601
S 1.05050 -0.92199 0.03610
C 1.49912 0.73838 0.13406
O 0.90487 1.72889 -0.19576
H -1.25181 -0.35652 1.49880
H -0.67698 -1.18498 -1.24664
H 2.46726 0.62228 0.51689
```

Summary:
* E_HOMO: -10.07 eV
* Kohn-Sham gap: 10.3 eV
* structure (SMILES): O=CNSC=O
* relative energy (zero: lowest compared OMol25 entry of this formula, charge and spin): 208.83 kJ/mol

=====

An isolated molecule of C4H7N3 at a distorted geometry. Source: OMol25; level of theory: the ωB97M-V functional and the def2-TZVPD basis.

Structure (XYZ):
```
14
C4H7N3 | OMol25 | the ωB97M-V functional and the def2-TZVPD basis
H -3.68075 -1.41136 -0.37266
N -3.89676 -0.28914 -0.10786
C -2.72329 0.35607 0.04274
N -1.39351 -0.23071 0.20214
C -0.11647 0.27709 0.00878
N 0.96605 -0.36953 0.27317
C 2.22068 0.35581 0.05484
C 3.39777 -0.35635 -0.17269
H -2.81893 1.49275 -0.06761
H -1.28917 -1.30026 0.54361
H -0.30600 1.40517 -0.20062
H 2.19756 1.43724 0.11016
H 4.35581 0.17999 0.03702
H 3.08702 -1.54677 -0.35103
```

Summary:
* E_HOMO: -8.65 eV
* Kohn-Sham gap: 9.2 eV
* structure (SMILES): [H]/N=C\N/C=N/C=C
* relative energy (zero: lowest compared OMol25 entry of this formula, charge and spin): 321.98 kJ/mol

=====

An isolated molecule of C18H19N3O3S. Source: OMol25; level of theory: the ωB97M-V functional and the def2-TZVPD basis.

Structure (XYZ):
```
44
C18H19N3O3S | OMol25 | the ωB97M-V functional and the def2-TZVPD basis
N -2.51450 2.32824 1.26221
C -1.38723 2.34156 1.05732
C 0.00969 2.35487 0.82886
C 0.83623 3.18005 1.59250
C 2.20195 3.18534 1.37057
C 2.75268 2.35810 0.40463
C 1.92476 1.52995 -0.32905
S 2.64766 0.46234 -1.57740
O 1.61678 -0.32706 -2.18907
O 3.46964 1.28972 -2.40578
N 3.68236 -0.61113 -0.80328
C 3.06754 -1.84022 -0.36968
C 2.07997 -1.59607 0.77298
O 2.12186 -0.57371 1.43131
N 1.19877 -2.58997 0.97773
C 0.07153 -2.44146 1.88032
C -0.99302 -1.50829 1.29854
C -1.56342 -2.01490 -0.03160
C -2.37446 -0.93843 -0.69933
C -3.59842 -0.54457 -0.17395
C -4.31669 0.48316 -0.75614
C -3.81959 1.13056 -1.87435
C -2.60592 0.73916 -2.41108
C -1.88685 -0.29121 -1.82807
C 0.56125 1.52595 -0.14908
H 0.40044 3.81271 2.35165
H 2.83835 3.83178 1.95530
H 3.81345 2.35415 0.20773
H 4.19476 -0.14588 -0.06826
H 3.84648 -2.54095 -0.05511
H 2.54445 -2.24283 -1.23836
H 1.16764 -3.34901 0.31660
H -0.33831 -3.43363 2.07624
H 0.44912 -2.01537 2.81316
H -1.79627 -1.38535 2.02562
H -0.53320 -0.53137 1.14534
H -0.74455 -2.29577 -0.69705
H -2.18138 -2.89833 0.15043
H -3.99045 -1.04637 0.69900
H -5.26357 0.78352 -0.33374
H -4.37751 1.93719 -2.32621
H -2.21180 1.23652 -3.28546
H -0.93949 -0.59269 -2.25653
H -0.06069 0.88970 -0.75947
```

Summary:
* E_HOMO: -8.95 eV
* Kohn-Sham gap: 9.1 eV
* structure (SMILES): N#Cc1cccc(S(=O)(=O)NCC(=O)NCCCc2ccccc2)c1
* relative energy (zero: lowest compared OMol25 entry of this formula, charge and spin): 230.57 kJ/mol

=====

> Among the records above, which one has the lowest Kohn-Sham gap?

C18H19N3O3S

=====

> Look up the relative energy (zero: lowest compared OMol25 entry of this formula, charge and spin) of the second one.

321.98 kJ/mol

=====

> Among the records above, which one has the highest Kohn-Sham gap?

C2H3NO2S

=====

> Look up the E_HOMO of the second one.

-8.65 eV